The following is a DFT calculation (ωB97M-V with the def2-TZVPD basis set) of 3 unconnected molecules or ions with the total composition C24H57FN10O6P3 in a non-equilibrium geometry.

XYZ file:
```
101
Properties=species:S:1:pos:R:3:lowdin_charge:R:1
C -5.811 4.191 5.158 -0.0579
C -4.381 3.657 4.513 -0.2385
C -3.146 3.444 5.606 -0.0477
N -4.151 3.428 3.178 0.0695
C -3.994 1.957 2.863 -0.0583
C -4.966 0.658 3.249 -0.0757
C -6.351 0.865 4.106 -0.1192
C -7.437 1.642 3.102 -0.1807
N -7.097 2.273 1.930 0.0497
N -4.347 -0.620 2.652 -0.1629
P -5.009 -2.277 2.756 0.9619
O -5.888 -2.561 4.231 -0.3034
O -3.746 -3.493 2.742 -0.2989
C -3.084 -0.097 1.936 -0.0406
C -2.173 -1.190 1.122 -0.0634
O -3.080 -1.803 0.096 -0.2264
O -3.666 -0.840 -0.566 -0.0603
N -2.830 1.391 2.023 0.0245
C -1.756 2.286 1.446 -0.0781
C -0.240 1.665 1.468 -0.2488
C 0.150 0.820 2.817 -0.0592
F 0.709 2.839 1.419 -0.1192
H -5.578 5.197 5.757 0.1051
H -6.201 3.434 5.991 0.1009
H -6.651 4.362 4.357 0.0913
H -3.222 4.386 6.336 0.1044
H -2.148 3.580 5.006 0.0860
H -3.223 2.448 6.214 0.0954
H -6.207 1.429 5.135 0.0998
H -6.896 -0.159 4.390 0.1140
H -8.586 1.616 3.383 0.1257
H -7.972 2.653 1.470 0.0605
H -5.370 -2.169 4.997 0.0750
H -3.000 -3.083 3.307 0.0748
H -1.740 -2.013 1.856 0.1407
H -1.277 -0.743 0.517 0.1323
H -4.646 -0.779 -0.344 0.1484
H -2.055 2.502 0.323 0.1600
H -1.715 3.353 1.980 0.1593
H 0.015 1.014 0.514 0.1398
H -0.025 -0.355 2.708 0.0888
H -0.318 1.270 3.792 0.0874
H 1.332 0.931 2.947 0.1130
O 0.717 -2.601 -1.035 -0.3344
P 1.146 -4.053 -1.359 0.7549
N 2.540 -3.535 -2.222 -0.3052
C 3.183 -4.221 -3.337 -0.1285
C 3.592 -2.976 -1.364 -0.1486
N -0.161 -4.227 -2.471 -0.3622
C -0.081 -3.682 -3.821 -0.1240
C -1.473 -3.869 -1.906 -0.1502
N 1.639 -5.722 -1.731 -0.2827
C 0.712 -6.712 -2.287 -0.1193
C 2.231 -6.319 -0.521 -0.1439
H 3.818 -5.050 -3.003 0.0802
H 3.819 -3.524 -3.897 0.0894
H 2.478 -4.621 -4.063 0.0560
H 4.166 -3.769 -0.874 0.0697
H 3.175 -2.336 -0.580 0.0507
H 4.284 -2.351 -1.940 0.0820
H 0.280 -2.649 -3.829 0.0865
H -1.055 -3.700 -4.326 0.0858
H 0.561 -4.297 -4.449 0.0547
H -1.644 -2.787 -1.906 0.0645
H -1.557 -4.227 -0.874 0.0683
H -2.281 -4.349 -2.472 0.0848
H -0.196 -6.812 -1.676 0.0895
H 1.183 -7.701 -2.352 0.0881
H 0.432 -6.470 -3.316 0.0785
H 1.466 -6.491 0.245 0.0808
H 2.990 -5.659 -0.093 0.0704
H 2.729 -7.268 -0.746 0.0869
O 5.545 2.645 -0.478 -0.3050
P 4.379 3.095 -1.392 0.7591
N 3.888 1.476 -1.701 -0.3005
C 3.239 0.975 -2.907 -0.1239
C 3.273 0.814 -0.544 -0.1288
N 5.486 3.583 -2.621 -0.3670
C 6.091 2.609 -3.522 -0.1285
C 6.545 4.487 -2.143 -0.1488
N 3.039 3.613 -2.442 -0.2881
C 3.217 4.585 -3.525 -0.1232
C 1.941 4.110 -1.595 -0.1477
H 2.166 1.200 -2.924 0.0776
H 3.348 -0.115 -2.972 0.0788
H 3.670 1.368 -3.825 0.0563
H 2.232 1.127 -0.416 0.0482
H 3.805 1.049 0.384 0.0756
H 3.299 -0.276 -0.650 0.0540
H 6.487 1.740 -2.986 0.0879
H 6.911 3.047 -4.104 0.0848
H 5.374 2.278 -4.272 0.0520
H 7.361 3.947 -1.650 0.0778
H 6.138 5.211 -1.428 0.0711
H 6.964 5.067 -2.975 0.0800
H 3.676 5.516 -3.169 0.0896
H 2.255 4.840 -3.988 0.0843
H 3.817 4.174 -4.342 0.0774
H 2.214 5.059 -1.117 0.0841
H 1.706 3.394 -0.803 0.0481
H 1.023 4.254 -2.173 0.0825
```

Properties
Charge = +1
Maximum force = 8.45 eV/Å
HOMO-LUMO gap = 5.2 eV
HOMO = -9.09 eV

***

The following is a DFT calculation (ωB97M-V with the def2-TZVPD basis set) of 7 unconnected molecules or ions with the total composition C24H58Cl3NO8 in a non-equilibrium geometry.

XYZ file:
```
94
Properties=species:S:1:pos:R:3:lowdin_charge:R:1
C 0.695 0.034 1.047 -0.0636
C 1.461 -0.415 -0.224 -0.2246
O 0.664 -0.009 -1.352 -0.1643
C 1.073 1.265 -1.817 -0.1927
C -0.067 1.924 -2.597 -0.1345
O -0.684 2.967 -1.852 -0.1362
C -0.902 4.164 -2.582 -0.2878
C 0.289 5.102 -2.304 -0.1278
C 0.541 5.385 -0.810 -0.2920
C 1.917 4.955 -0.321 -0.5262
Cl 2.142 5.671 1.344 0.5370
C -2.311 4.758 -2.207 -0.3391
N -2.312 6.139 -1.725 0.0499
C -3.004 3.936 -1.156 -0.6135
Cl -2.436 4.039 0.502 0.7831
C -4.014 3.156 -1.373 -0.7113
C -4.708 2.321 -0.328 -0.1300
Cl -4.667 2.958 -2.989 0.6915
H -0.272 0.469 0.789 0.0755
H 0.505 -0.823 1.697 0.0691
H 1.246 0.791 1.601 0.0451
H 1.580 -1.498 -0.209 0.0970
H 2.436 0.075 -0.295 0.1096
H 1.474 1.921 -1.035 0.1119
H 1.903 1.098 -2.536 0.1079
H 0.347 2.237 -3.559 0.1166
H -0.815 1.134 -2.736 0.1367
H -0.908 3.996 -3.667 0.1440
H 1.176 4.579 -2.692 0.1114
H 0.197 6.005 -2.914 0.1117
H -0.198 4.940 -0.147 0.0383
H 0.471 6.467 -0.663 0.0985
H 2.008 3.884 -0.172 0.0543
H 2.719 5.372 -0.927 0.0738
H -2.919 4.760 -3.109 0.0986
H -2.002 6.224 -0.767 0.0390
H -1.834 6.777 -2.344 0.0769
H -4.219 1.347 -0.280 0.0905
H -5.735 2.170 -0.668 0.0630
H -4.761 2.829 0.630 0.0527
C -0.349 -5.628 -0.450 -0.0954
C 0.455 -4.367 -0.704 -0.3180
O 1.587 -4.306 0.166 -0.0946
H -0.689 -5.663 0.586 0.0720
H -1.220 -5.675 -1.107 0.0746
H 0.263 -6.518 -0.616 0.0683
H -0.149 -3.480 -0.517 0.1085
H 0.806 -4.333 -1.741 0.1107
H 2.129 -5.084 -0.007 0.0780
C 4.625 0.755 4.699 -0.0928
C 3.173 0.550 4.308 -0.3118
O 3.065 0.098 2.960 -0.0990
H 5.099 1.481 4.037 0.0754
H 4.707 1.110 5.728 0.0738
H 5.185 -0.180 4.608 0.0709
H 2.623 1.487 4.380 0.1074
H 2.696 -0.183 4.967 0.1100
H 3.541 -0.738 2.891 0.0881
C 4.559 2.098 -6.040 -0.0923
C 3.540 2.336 -4.943 -0.3247
O 2.712 1.190 -4.756 -0.0984
H 4.059 1.858 -6.979 0.0769
H 5.186 2.978 -6.191 0.0746
H 5.203 1.250 -5.792 0.0737
H 2.886 3.168 -5.203 0.1100
H 4.040 2.570 -3.997 0.1090
H 3.283 0.451 -4.516 0.0874
C -5.096 -5.668 1.244 -0.0896
C -4.329 -6.604 0.329 -0.3075
O -3.129 -7.058 0.955 -0.1021
H -4.481 -4.809 1.512 0.0773
H -6.008 -5.312 0.763 0.0754
H -5.367 -6.174 2.174 0.0729
H -4.043 -6.092 -0.588 0.1097
H -4.942 -7.471 0.063 0.1104
H -3.379 -7.522 1.763 0.0797
C -0.612 3.650 3.580 -0.1085
C -0.993 4.872 4.392 -0.3176
O 0.158 5.650 4.710 -0.0903
H 0.101 3.033 4.130 0.0705
H -1.490 3.046 3.342 0.0636
H -0.127 3.946 2.646 0.0378
H -1.457 4.580 5.334 0.1108
H -1.702 5.498 3.838 0.1061
H 0.566 5.920 3.878 0.0458
C -0.538 -9.684 2.476 -0.0881
C 0.218 -9.075 1.310 -0.3234
O -0.561 -9.152 0.123 -0.0908
H -0.783 -10.726 2.267 0.0768
H 0.051 -9.639 3.395 0.0738
H -1.481 -9.157 2.641 0.0602
H 1.149 -9.614 1.136 0.1113
H 0.461 -8.025 1.509 0.0998
H -1.380 -8.664 0.281 0.0538
```

Properties
Charge = 0
Maximum force = 2.23 eV/Å
HOMO-LUMO gap = 9.5 eV
SMILES string = CCOCCO[C@H](CCCCl)[C@H](N)/C(Cl)=C(/C)Cl.CCO.CCO.CCO.CCO.CCO.CCO
HOMO = -8.93 eV

***

no.,LUMO level (eV)
1,-3.92
2,0.59